{"formula": "C3H5N2PS", "method": "ωB97M-V/def2-TZVPD", "symbols": ["S", "P", "N", "N", "C", "C", "C", "H", "H", "H", "H", "H"], "positions_angstrom": [[0.51685, 1.62496, -0.15515], [-0.14385, -1.23402, -0.04182], [-1.03980, 1.29733, -0.09047], [-3.17410, -0.38416, -0.08646], [2.57655, -0.31123, 0.10935], [1.11841, 0.05490, -0.04849], [-1.40028, 0.03651, -0.03977], [3.08075, 0.21161, 0.96599], [2.56409, -1.43132, 0.27456], [3.05090, -0.22342, -0.73557], [-3.69426, 0.16565, 0.68787], [-3.45526, 0.19320, -0.84005]], "forces_ev_per_a": [[0.7, -0.7, 0.3], [0.6, 2.0, 0.2], [-2.3, -0.7, -0.1], [3.1, 1.4, 2.3], [-2.8, -1.7, 4.9], [-0.9, -1.6, 0.2], [-2.8, 0.3, -0.1], [-0.5, -0.5, -0.9], [0.3, 1.2, 0.3], [2.9, 1.0, -4.6], [1.7, -1.1, -0.9], [-0.1, 0.6, -1.5]], "smiles": "Cc1pc(N)ns1", "gap_ev": 9.2107, "multiplicity": 1, "homo_energy_ev": -9.1, "de_lowest_kcal_mol": 39.0}



{"formula": "C5H14", "method": "ωB97M-V/def2-TZVPD", "symbols": ["C", "C", "C", "C", "C", "H", "H", "H", "H", "H", "H", "H", "H", "H", "H", "H", "H", "H", "H"], "positions_angstrom": [[-0.76014, 1.44889, -0.22092], [1.99320, -1.75764, -0.19040], [-2.08743, 0.79250, -0.61081], [-1.03621, 2.76480, 0.54337], [1.78447, -3.11678, 0.47844], [-0.29089, 3.53554, 0.34050], [-0.21812, 0.79753, 0.46718], [-0.12708, 1.63976, -1.08901], [0.77165, -3.48164, 0.45212], [1.79609, -1.80372, -1.26148], [2.33686, -3.88505, -0.05347], [-1.91125, -0.16838, -1.10261], [1.31142, -1.01689, 0.22734], [2.07434, -3.09003, 1.52873], [3.00023, -1.41341, 0.05186], [-1.99988, 3.18529, 0.22243], [-1.20212, 2.52996, 1.58712], [-2.64899, 1.39563, -1.32495], [-2.63875, 0.60338, 0.30562]], "forces_ev_per_a": [[-0.4, 0.6, 0.3], [-0.3, -0.2, 0.6], [0.8, -0.5, -0.2], [-0.7, -0.2, -0.8], [0.1, 0.0, -0.2], [0.1, -0.2, 0.5], [0.1, -0.1, -0.3], [-0.1, -0.1, 0.0], [-0.6, 0.2, -0.1], [0.3, 0.1, 0.0], [0.4, -0.1, 0.2], [0.0, 0.0, 0.1], [-0.1, 0.0, 0.0], [0.2, -0.1, -0.1], [0.0, 0.1, -0.5], [0.2, 0.0, -0.2], [0.4, 0.3, 0.4], [-0.1, 0.2, 0.3], [-0.4, 0.1, -0.1]], "smiles": "CCC.CC", "gap_ev": 12.5967, "multiplicity": 1, "homo_energy_ev": -11.5, "de_lowest_kcal_mol": 5.2}



{"formula": "C5H8O2", "method": "ωB97M-V/def2-TZVPD", "symbols": ["O", "O", "C", "C", "C", "C", "C", "H", "H", "H", "H", "H", "H", "H", "H"], "positions_angstrom": [[0.02299, 1.80588, 0.13083], [-1.46260, -0.83863, 1.09776], [-0.80384, -0.01693, 0.30608], [-1.23897, 1.36019, -0.02540], [1.81777, -0.12683, 0.51068], [0.33483, -1.21035, -1.27569], [0.51696, -0.47847, -0.17505], [2.22290, -1.00655, 1.02438], [-2.40688, -0.59834, 1.09361], [2.55694, 0.21583, -0.21822], [1.11312, -1.41354, -1.99822], [-0.66254, -1.57142, -1.51208], [-1.90576, 1.70549, 0.79341], [1.67607, 0.67753, 1.23310], [-1.78099, 1.49616, -0.98521]], "forces_ev_per_a": [[-0.1, 0.5, 0.5], [0.1, 0.3, 0.0], [-0.1, -0.1, 0.1], [-0.4, -0.2, 0.0], [0.0, 0.0, -0.1], [0.1, 0.0, 0.0], [0.0, -0.3, -0.2], [-0.1, 0.1, -0.1], [0.3, 0.1, 0.3], [-0.1, -0.1, 0.0], [0.2, -0.3, 0.2], [0.1, 0.3, -0.3], [-0.3, -0.1, -0.2], [0.0, -0.2, -0.2], [0.3, 0.0, 0.0]], "gap_ev": [8.8002, 8.7964], "multiplicity": 1, "homo_energy_ev": [-8.6, -8.6], "de_lowest_kcal_mol": 99.9}



{"formula": "C11H15N", "method": "ωB97M-V/def2-TZVPD", "symbols": ["N", "C", "C", "C", "C", "C", "C", "C", "C", "C", "C", "C", "H", "H", "H", "H", "H", "H", "H", "H", "H", "H", "H", "H", "H", "H", "H"], "positions_angstrom": [[0.06867, -0.73060, 1.39232], [0.58272, 0.95626, -3.26834], [-1.20996, -0.09039, 1.02464], [1.93624, -0.06601, -1.63118], [-0.31946, 1.32355, -2.26152], [0.12609, -2.24657, 1.42342], [1.27637, -0.13861, 0.89249], [1.10061, 0.37737, -0.53802], [0.00310, 1.05166, -0.88973], [-2.16512, 0.18860, 2.22577], [-0.89985, 1.29380, 0.29505], [1.72479, 0.10404, -2.92509], [-0.00683, -2.83989, 0.41742], [2.54373, -0.27655, -3.64873], [-1.62139, 0.85411, 2.94391], [1.63057, 0.70981, 1.49910], [0.40323, 1.23045, -4.31615], [-1.76244, -0.68873, 0.30942], [-0.33734, 1.90703, 1.02196], [-1.78727, 2.02220, 0.11384], [2.79352, -0.63839, -1.26489], [-1.29491, 1.82932, -2.31165], [-2.40890, -0.77239, 2.80060], [1.14747, -2.48843, 1.80512], [-0.54760, -2.62907, 2.29764], [2.04254, -0.88619, 0.92054], [-3.01858, 0.64362, 1.67204]], "forces_ev_per_a": [[-0.9, -1.7, 0.4], [0.0, -0.9, 0.1], [0.2, 1.2, 0.2], [0.9, -1.2, 4.4], [0.8, -0.1, 1.1], [-0.3, 0.2, 0.9], [0.1, 1.4, -1.2], [2.2, -1.9, -1.7], [-2.1, 0.6, -0.3], [1.0, -0.9, -0.3], [-0.9, 1.1, 0.5], [-0.3, 1.9, -2.9], [-0.2, 1.3, 1.7], [-1.9, 0.8, 0.9], [-0.8, -0.2, -0.6], [-0.2, -0.2, 0.2], [0.0, -0.2, 0.5], [-0.1, -0.4, -0.3], [0.1, -0.3, 0.0], [1.0, -1.8, 0.0], [0.0, 0.0, -0.5], [0.6, -0.1, -1.0], [0.0, 1.4, -1.0], [-0.7, 0.1, -0.4], [0.8, 0.5, -2.0], [0.6, -0.3, -0.1], [0.1, -0.2, 1.3]], "smiles": "C[C@H]1Cc2ccccc2CN1C", "gap_ev": 9.1783, "multiplicity": 1, "homo_energy_ev": -8.2, "de_lowest_kcal_mol": 47.2}



Number 1: molar mass 132.1 g mol⁻¹. Number 2: molar mass 74.2 g mol⁻¹. Number 3: molar mass 100.1 g mol⁻¹. Number 4: molar mass 161.2 g mol⁻¹.